# 1
Entry from the Open Molecules 2025 dataset: a gas-phase ion, C7H13N2 (charge +1) at a distorted geometry (ωB97M-V/def2-TZVPD).

Output
HOMO energy: -15.45 eV
Kohn-Sham gap: 10.1 eV
energy relative to the best compared isomer or geometry (same formula, charge and spin): 266.2 kJ/mol
LUMO: -5.30 eV
charge: +1

Cartesian coordinates (Å):
C -0.989 2.209 -1.236
C -0.596 1.621 0.080
C -0.042 0.204 -1.599
C -0.624 -1.222 -2.117
C -0.588 -0.808 2.161
C 1.814 0.055 1.257
C 0.400 -0.546 0.974
N -0.712 1.384 -2.184
N -0.175 0.389 -0.052
H -1.384 3.220 -1.533
H -0.596 2.317 0.931
H 1.066 0.034 -1.704
H -1.734 -1.192 -2.227
H -0.260 -2.009 -1.382
H -0.122 -1.548 -3.046
H -0.572 -0.123 2.927
H -1.511 -1.228 1.718
H -0.277 -1.693 2.594
H 2.337 0.255 0.304
H 2.408 -0.706 1.932
H 1.620 0.926 1.770
H 0.535 -1.537 0.433

Cartesian forces, eV/Å:
C 0.487 -0.717 -1.053
C 0.049 0.345 -0.201
C -1.298 -2.238 0.021
C 0.508 0.479 1.199
C 0.438 -1.140 -3.778
C 0.243 -3.853 0.182
C 0.533 -0.744 -0.598
N 1.692 -1.037 0.907
N -0.861 2.150 -1.292
H 0.224 -1.146 1.027
H -0.064 -1.196 0.325
H -0.872 1.171 -0.347
H 1.016 -0.156 0.160
H -0.859 0.957 -0.678
H -0.415 0.719 0.197
H -0.688 2.018 1.315
H -0.209 1.298 0.418
H 1.333 -1.881 1.114
H -0.093 -0.200 0.640
H -1.026 1.683 -1.414
H 0.158 2.166 1.318
H -0.296 1.325 0.540

# 2
Entry from the Open Molecules 2025 dataset: a gas-phase ion, C7H13N2O (charge +1) at a distorted geometry (ωB97M-V/def2-TZVPD).

Output
HOMO energy: -13.36 eV
Kohn-Sham gap: 9.5 eV
energy relative to the best compared isomer or geometry (same formula, charge and spin): 335.1 kJ/mol
LUMO: -3.82 eV
charge: +1

Cartesian coordinates (Å):
C -2.379 -0.323 1.409
C -1.405 1.846 -0.503
C -2.659 0.101 0.169
C 0.857 0.764 -0.049
C -2.920 -0.939 -0.883
C 1.335 0.083 -1.270
C 2.885 0.203 1.232
N -0.253 1.430 -0.061
N 1.572 0.649 1.128
O -2.557 1.367 -0.195
H -2.421 -1.385 1.722
H -1.447 2.796 -0.996
H -2.547 -0.462 -1.810
H -3.918 -1.368 -0.772
H -2.157 -1.785 -0.695
H 2.252 0.539 -1.588
H 0.624 0.350 -1.998
H 1.481 -0.962 -1.178
H 3.380 0.168 0.210
H 3.342 0.935 1.856
H 2.931 -0.916 1.592
H 1.003 0.920 1.844
H -1.987 0.301 2.155

Cartesian forces, eV/Å:
C -0.111 -0.496 -0.766
C 3.126 0.395 1.277
C 0.353 -5.248 3.073
C 0.962 -0.701 2.187
C 2.149 -0.448 0.115
C 0.072 1.227 0.117
C 1.695 -3.083 -0.899
N -1.666 0.120 -0.700
N -2.958 0.292 -5.386
O -0.612 2.409 -1.308
H -0.185 0.783 -0.688
H -0.159 0.430 -0.285
H -1.199 -0.682 -0.222
H 0.027 0.322 -0.894
H -1.370 1.171 -0.273
H 0.692 0.186 -0.135
H -0.766 -0.245 -1.235
H 0.004 -0.996 0.266
H -0.554 0.356 1.395
H 1.210 -0.105 0.651
H 0.141 2.271 -0.176
H -0.932 0.919 2.917
H 0.079 1.123 0.969

# 3
Entry from the Open Molecules 2025 dataset: a gas-phase ion, C7H13N2O2 (charge +1) at a distorted geometry (ωB97M-V/def2-TZVPD).

Output
HOMO energy: -13.82 eV
Kohn-Sham gap: 9.5 eV
energy relative to the best compared isomer or geometry (same formula, charge and spin): 213.2 kJ/mol
LUMO: -4.33 eV
charge: +1

Cartesian coordinates (Å):
C 1.705 0.780 -0.064
C 2.648 -0.400 -0.183
C -0.619 1.756 1.184
C -1.068 1.038 -0.103
C 0.133 0.512 0.712
C -2.281 -1.039 -1.283
C -2.284 0.113 -0.234
N 3.543 -0.339 -1.133
N 0.233 -0.742 1.520
O 1.973 1.730 -0.709
O 2.518 -1.451 0.509
H -0.309 2.744 1.124
H -1.468 1.624 1.897
H -0.850 1.542 -0.973
H -2.841 -0.881 -2.178
H -2.663 -2.078 -0.855
H -1.202 -1.368 -1.622
H -2.497 -0.260 0.811
H -3.292 0.762 -0.413
H 3.493 0.490 -1.801
H 4.083 -1.220 -1.233
H -0.489 -1.479 1.304
H 0.355 -0.593 2.550
H 1.178 -1.241 1.172

Cartesian forces, eV/Å:
C -2.967 -0.979 0.937
C -0.288 -2.464 1.089
C -3.040 -3.123 -0.392
C 0.067 -1.944 1.701
C 3.040 1.866 -1.094
C 2.268 -2.910 1.241
C -2.935 1.181 1.122
N 0.267 0.976 -1.293
N -0.024 -1.123 -0.293
O -0.477 1.278 -0.017
O -0.480 1.382 -0.188
H 1.192 1.434 -0.242
H 1.275 -0.138 0.079
H 1.008 0.867 -1.952
H -0.336 0.495 -0.435
H 0.445 2.353 -0.567
H -1.759 0.978 0.576
H 0.204 -0.050 -1.001
H 2.515 -1.236 0.277
H 0.628 -1.795 1.189
H -0.266 1.244 -0.426
H 0.409 1.242 0.523
H -0.536 -0.041 -1.111
H -0.211 0.505 0.277

# 4
Entry from the Open Molecules 2025 dataset: a gas-phase ion, C7H13N2O2S (charge +1) at a distorted geometry (ωB97M-V/def2-TZVPD).

Output
HOMO energy (alpha / beta): -11.99 / -11.18 eV
Kohn-Sham gap (alpha / beta): 7.8 / 6.8 eV
energy relative to the best compared isomer or geometry (same formula, charge and spin): 701.9 kJ/mol
LUMO (alpha / beta): -4.17 / -4.36 eV
charge: +1

Cartesian coordinates (Å):
C -1.938 -0.651 -0.009
C 2.134 1.901 -0.203
C 0.786 2.000 -0.866
C -0.792 -2.726 -0.134
C 0.556 -1.999 -0.333
C 0.397 0.157 1.090
C 0.931 1.476 0.643
N -1.913 -1.837 -0.115
N 1.114 -1.151 0.784
O -2.528 1.643 -1.166
O -3.482 0.996 1.070
S -3.314 0.532 -0.276
H 2.813 1.145 -0.818
H 2.685 2.880 0.052
H 0.319 2.988 -0.922
H 0.321 1.269 -1.489
H -1.005 -3.483 -0.959
H -0.756 -3.201 0.840
H 1.400 -2.638 -0.644
H 0.604 -1.380 -1.313
H -0.033 0.049 2.169
H 0.619 2.272 1.151
H -2.283 2.534 -0.738
H 1.218 -1.829 1.561
H 2.146 -0.948 0.625

Cartesian forces, eV/Å:
C 1.764 1.727 0.079
C 1.591 -0.841 -2.225
C -0.247 0.617 2.033
C 0.787 -0.176 -0.204
C 1.363 0.791 -3.537
C -1.226 -0.689 2.005
C 0.966 -2.543 -3.409
N -0.671 -1.069 -0.680
N 1.302 0.113 -0.117
O 0.370 1.109 0.474
O -0.467 0.665 0.874
S 0.049 0.449 -0.401
H -1.265 1.381 1.957
H -1.020 -1.834 -0.276
H 0.189 -0.381 -0.038
H 0.442 -0.442 -0.717
H 0.741 0.886 1.193
H -0.143 -0.625 0.034
H -0.581 -0.665 0.833
H -0.854 -0.345 1.800
H 0.780 0.594 -2.242
H -1.211 2.532 3.030
H -0.603 -2.090 -0.312
H -0.675 0.890 0.274
H -1.380 -0.052 -0.429

# 5
Entry from the Open Molecules 2025 dataset: 2 unconnected molecules or ions with the total composition C7H13N2O2S at a distorted geometry (ωB97M-V/def2-TZVPD).

Output
HOMO energy: -13.69 eV
Kohn-Sham gap: 9.6 eV
energy relative to the best compared isomer or geometry (same formula, charge and spin): 219.6 kJ/mol
LUMO: -4.13 eV
charge: +1

Cartesian coordinates (Å):
C -0.714 -1.825 -1.281
C -0.788 -1.959 0.830
C -1.969 -1.150 -0.873
C 3.055 0.772 -0.703
C -2.715 -0.668 1.522
C 1.582 1.276 -0.716
C 0.895 1.180 0.624
N -0.106 -2.430 -0.304
N -1.913 -1.371 0.525
O 0.833 0.823 -1.825
O 0.009 0.347 0.778
S -0.025 -2.350 2.349
H -0.304 -1.816 -2.345
H -1.963 -0.067 -1.215
H -2.895 -1.594 -1.350
H 3.759 1.565 -1.084
H 3.494 0.540 0.314
H 3.117 -0.109 -1.314
H -3.196 -1.408 2.026
H -2.089 -0.125 2.178
H -3.687 -0.147 1.079
H 1.734 2.380 -1.009
H 1.315 1.715 1.393
H 1.412 0.949 -2.592
H -0.760 -1.285 3.010

Cartesian forces, eV/Å:
C 0.983 -0.886 -1.539
C 0.669 -1.894 -0.274
C -0.563 0.814 -1.958
C 1.060 0.807 1.298
C -2.231 1.010 -2.699
C 1.398 3.425 -1.155
C -1.272 -3.498 -3.338
N -0.410 1.387 -0.508
N -0.202 1.071 1.481
O -0.202 -1.096 0.314
O 0.701 1.789 0.403
S -2.001 2.204 0.243
H -0.749 -0.281 1.624
H 0.118 -0.992 0.858
H 1.003 0.215 0.456
H -0.878 -0.882 0.065
H -0.833 0.046 -0.962
H 0.142 -0.498 -0.209
H -1.186 -2.251 2.116
H 0.316 1.203 0.327
H 2.734 -0.409 0.525
H -0.425 -0.972 1.352
H 0.895 1.596 2.132
H -0.306 -0.078 0.106
H 1.239 -1.830 -0.658

# 6
Entry from the Open Molecules 2025 dataset: 2 unconnected molecules or ions with the total composition C7H13N2S2 at a distorted geometry (ωB97M-V/def2-TZVPD).

Output
HOMO energy: -10.58 eV
Kohn-Sham gap: 7.3 eV
energy relative to the best compared isomer or geometry (same formula, charge and spin): 0.0 kJ/mol
LUMO: -3.33 eV
charge: +1

Cartesian coordinates (Å):
S 0.275 1.903 -1.463
S -1.666 1.751 -0.818
C -0.050 2.171 -3.227
C -2.182 0.350 -1.848
C -0.736 0.973 -3.879
C -2.140 0.679 -3.338
H -0.646 3.096 -3.341
H 0.942 2.352 -3.684
H -3.215 0.114 -1.527
H -1.546 -0.522 -1.603
H -0.095 0.082 -3.739
H -0.812 1.165 -4.967
H -2.558 -0.180 -3.896
H -2.795 1.552 -3.524
C 1.798 -1.987 5.180
C 0.713 -1.332 4.660
C 2.282 -1.416 3.086
N 2.743 -2.020 4.185
N 1.045 -0.996 3.371
H 1.966 -2.423 6.165
H -0.253 -1.085 5.102
H 2.810 -1.291 2.141
H 3.683 -2.448 4.261
H 0.436 -0.489 2.704

Cartesian forces, eV/Å:
S -0.015 0.035 -0.032
S 0.026 -0.080 0.060
C 0.184 0.428 -0.323
C -0.221 -0.476 0.203
C 0.127 -0.156 -0.228
C -0.254 -0.006 -0.191
H 0.263 -0.433 0.096
H -0.438 -0.100 0.205
H 0.437 0.127 -0.166
H -0.256 0.387 -0.144
H -0.241 0.333 -0.127
H 0.070 -0.122 0.451
H 0.124 0.394 0.217
H 0.223 -0.388 0.040
C -0.595 0.170 0.225
C 0.165 -0.275 0.551
C -0.161 -0.010 0.217
N 0.960 -0.261 -0.401
N -0.162 0.413 -0.940
H -0.086 0.220 -0.493
H 0.483 -0.121 -0.221
H -0.249 -0.047 0.425
H -0.994 0.453 -0.075
H 0.609 -0.488 0.651